Molecular formula: C36H90LiN5O13
Method: DFT, the ωB97M-V functional and the def2-TZVPD basis

Last column: Mulliken charge in e.
Positions of all 145 atoms, in Å:
Li -1.87166 -1.13001 -1.59047  0.783
C 0.24239 0.46928 1.17440  -1.288
C -0.61911 -0.25110 0.19022  0.190
O -0.18188 -1.26666 -0.42751  0.124
O -1.78718 0.16003 -0.02764  -0.215
H 0.15526 1.54962 1.10863  0.098
H 1.29062 0.18021 1.12317  -0.057
H -0.07349 0.12137 2.16507  0.557
C -5.54859 -2.77674 -0.26571  -1.712
C -4.24795 -2.08368 0.07557  1.211
C -3.85739 -2.31745 1.52913  -1.252
O -3.15143 -2.52508 -0.74987  0.234
H -6.39778 -2.16081 0.05435  0.358
H -5.68186 -3.71998 0.27145  0.377
H -5.73588 -2.95776 -1.32615  0.339
H -4.26160 -1.01509 -0.12903  -0.153
H -4.63581 -2.03254 2.23892  0.466
H -3.03649 -1.61802 1.74026  -0.134
H -3.46198 -3.31879 1.70184  0.679
H -2.85048 -3.40775 -0.52149  -0.078
C 3.41044 -0.88891 -1.11458  -0.576
C 3.18303 -2.39606 -1.16651  1.107
C 4.45045 -3.20059 -1.01282  -1.721
O 2.26747 -2.81417 -0.14422  -0.202
H 4.46067 -0.62165 -1.06406  0.491
H 2.82979 -0.47834 -0.28610  -0.329
H 2.86096 -0.41234 -1.93608  0.196
H 2.74512 -2.72101 -2.12137  0.078
H 4.29842 -4.25036 -1.27238  0.442
H 4.80509 -3.19229 0.02156  0.008
H 5.22730 -2.82570 -1.68135  0.517
H 1.39621 -2.48012 -0.40853  -0.214
C -6.02926 1.02959 3.01462  -1.667
C -5.16338 1.24706 1.78850  2.323
C -5.53314 2.37697 0.87574  -0.849
O -6.60341 1.98888 0.02830  -0.287
C -7.26632 3.06076 -0.53203  -0.812
N -3.76158 1.46171 2.20934  -0.734
H -6.71452 1.84894 3.25831  0.337
H -5.42519 0.87973 3.91252  0.437
H -6.69241 0.16114 2.96316  0.362
H -5.17600 0.31992 1.19719  -0.997
H -4.65781 2.63033 0.26057  0.192
H -5.78234 3.27963 1.44730  0.453
H -6.74878 3.55491 -1.37262  0.285
H -7.51603 3.85342 0.18576  0.332
H -8.21501 2.73421 -0.97105  0.274
H -3.47611 0.68042 2.79089  0.334
H -3.12955 1.40762 1.41126  -0.095
C -3.50741 -4.75952 -3.62621  -0.591
O -2.18629 -5.04905 -4.02224  -0.453
C -1.20477 -4.88289 -3.02239  -0.567
C -0.36798 -3.62829 -3.22748  -0.141
N -1.16618 -2.46210 -3.50775  0.016
C -0.37137 -1.28270 -3.78336  -0.809
C -1.17687 -0.02749 -4.05399  -0.341
O -2.31837 0.08087 -3.19151  -0.278
C -2.86375 1.38258 -3.23220  -0.717
H -3.74160 -5.23977 -2.66725  0.268
H -4.21315 -5.18062 -4.34097  0.325
H -3.68638 -3.68758 -3.51010  0.162
H -0.55890 -5.76297 -3.07528  0.419
H -1.65642 -4.91074 -2.02470  0.090
H 0.26673 -3.83881 -4.11074  0.422
H 0.31185 -3.44705 -2.39222  -0.075
H -1.89030 -2.68607 -4.17499  0.197
H 0.20199 -1.46949 -4.71084  0.626
H 0.34252 -1.13474 -2.97032  0.106
H -1.59702 -0.02090 -5.07094  0.540
H -0.48666 0.82376 -4.00152  0.077
H -3.86079 1.36537 -2.79816  0.215
H -2.90257 1.75705 -4.26100  0.376
H -2.25582 2.08663 -2.65063  0.061
C -0.45704 -3.95301 1.30419  -0.579
O -0.97201 -4.78147 2.31867  -0.522
C -0.59471 -4.34014 3.60798  -0.687
C 0.86963 -4.10390 3.79447  -0.406
N 1.60821 -5.34513 3.63386  -0.350
C 3.05979 -5.19653 3.86175  -0.485
C 3.81351 -5.40331 2.55231  -0.138
O 5.21837 -5.23085 2.65558  -0.386
C 5.63284 -3.92660 2.96247  -0.580
H 0.50599 -4.32309 0.93428  0.211
H -0.37194 -2.90894 1.60732  0.468
H -1.12399 -3.98578 0.43879  -0.113
H -0.95162 -5.03415 4.37433  0.481
H -1.19427 -3.43978 3.84311  0.267
H 1.08457 -3.60874 4.74173  0.491
H 1.22342 -3.37339 3.04175  0.292
H 1.43463 -5.66807 2.68838  0.297
H 3.40373 -5.91003 4.61227  0.187
H 3.20518 -4.18373 4.23890  0.314
H 3.46584 -4.69725 1.78443  0.113
H 3.65459 -6.43408 2.23729  0.279
H 6.65987 -3.97881 3.33258  0.282
H 5.03745 -3.40992 3.71447  0.275
H 5.69780 -3.30667 2.05441  0.130
C -0.37588 3.91017 4.78533  -0.769
O 0.69057 4.79184 4.53204  -0.333
C 1.78643 4.61065 5.42458  -0.546
C 2.97393 5.37128 4.86676  -0.681
N 3.99479 4.55049 4.18428  -0.354
C 3.96696 4.72491 2.71740  -1.254
C 2.87284 3.93884 2.02723  0.684
O 3.03841 2.54169 2.08577  -0.230
C 4.10931 2.02336 1.34826  -0.833
H -0.79099 4.04435 5.78788  0.360
H -0.03288 2.86936 4.66614  0.287
H -1.12036 4.05321 4.00560  0.244
H 1.95515 3.54560 5.60368  0.377
H 1.49820 5.11129 6.36172  0.434
H 3.49847 5.86581 5.69529  0.406
H 2.65730 6.22220 4.26325  0.276
H 3.76198 3.56872 4.30842  0.288
H 4.95020 4.46895 2.31223  0.433
H 3.82188 5.78346 2.49014  0.440
H 2.87628 4.23774 0.96354  -0.170
H 1.89743 4.19416 2.44337  0.052
H 4.11033 2.34235 0.29397  0.319
H 4.03782 0.93696 1.32636  0.228
H 5.07513 2.29055 1.79229  0.347
C -0.41340 4.34736 -0.36768  -0.113
O 0.33062 4.41642 -1.56215  -0.476
C 1.28319 3.35175 -1.65392  0.868
C 1.85509 3.47711 -3.05037  -0.987
N 0.76295 3.23710 -4.04282  -0.142
C 1.05228 3.86582 -5.31810  -0.858
C 2.27279 3.34527 -6.00794  -0.545
O 3.47910 3.78819 -5.43377  -0.296
C 4.59689 3.15077 -5.98071  -0.785
H -0.97722 3.40843 -0.30958  0.018
H -1.13416 5.16836 -0.39173  0.333
H 0.18489 4.49463 0.53723  -0.063
H 0.71917 2.41638 -1.55541  -0.158
H 2.07231 3.47879 -0.91231  -0.213
H 2.69338 2.79529 -3.18761  0.367
H 2.19677 4.50924 -3.20259  0.400
H -0.00177 3.70969 -3.56806  0.191
H 0.98413 4.96409 -5.26031  0.398
H 0.23749 3.62812 -6.01657  0.435
H 2.23282 3.66333 -7.06268  0.447
H 2.23643 2.24427 -6.02876  0.326
H 4.75397 2.15062 -5.55336  0.300
H 5.47917 3.76431 -5.81279  0.251
H 4.49762 3.01184 -7.06855  0.317

Output
HOMO-LUMO gap, eV: 8.9
E_HOMO, Ha: -0.314

***

Molecular formula: C36H90O15
Method: DFT, the ωB97M-V functional and the def2-TZVPD basis

Last column: Mulliken charge in e.
Positions of all 141 atoms, in Å:
C -4.33769 2.59252 -3.58563  -1.366
C -3.17494 3.26637 -2.88618  0.369
O -2.77588 4.34892 -3.63259  -0.559
H -4.81647 1.81173 -2.99466  0.344
H -4.05274 2.10274 -4.51677  0.349
H -5.12367 3.30364 -3.83988  0.357
H -2.35824 2.58897 -2.63674  -0.015
H -3.65201 3.61146 -1.96889  0.116
H -2.36345 3.95674 -4.40571  0.376
C 2.81946 -2.69765 1.45652  -0.776
C 3.34317 -1.41064 0.81240  0.111
O 2.94977 -1.35956 -0.55087  -0.090
H 1.78377 -2.89886 1.18274  -0.304
H 2.90781 -2.56433 2.53472  0.419
H 3.40771 -3.52309 1.05563  0.404
H 4.42766 -1.46713 0.90622  0.625
H 2.93954 -0.53286 1.31706  -0.144
H 3.22808 -0.50913 -0.89858  -0.286
C 5.33669 -0.05441 -2.25745  -1.112
C 5.08267 1.42885 -1.68780  -0.172
O 3.87549 1.35852 -1.01153  -0.183
H 5.40821 -0.74502 -1.41719  0.219
H 6.26229 -0.06650 -2.83297  0.442
H 4.54193 -0.40443 -2.91619  0.182
H 5.18386 2.24712 -2.40075  0.368
H 5.83468 1.67610 -0.93850  0.226
H 3.58245 2.24609 -0.79259  -0.171
C 0.47407 4.88200 -2.33026  -1.084
C 1.00289 3.54006 -2.88020  1.240
O 1.09593 3.62505 -4.26156  -0.570
H -0.46156 5.16666 -2.81159  0.367
H 1.18852 5.70311 -2.38888  0.449
H 0.25735 4.77227 -1.26767  0.051
H 0.26709 2.75888 -2.68925  -0.420
H 1.91274 3.19820 -2.38684  -0.311
H 1.77038 4.26687 -4.49560  0.333
C -4.79725 -2.15980 3.14596  -1.548
C -3.45697 -1.43992 2.92110  1.725
O -3.22799 -0.59545 4.05375  -0.537
H -4.96981 -2.95384 2.41945  0.312
H -5.55284 -1.38831 2.99770  0.466
H -4.96376 -2.52076 4.16089  0.359
H -3.45376 -0.92789 1.95886  -0.244
H -2.61579 -2.12880 2.84386  -0.758
H -3.96267 -0.03224 4.30802  0.313
C -0.52479 1.33808 4.05436  -0.383
C 0.87638 1.03320 4.62210  -0.522
O 1.84036 1.62636 3.77331  -0.504
H -1.34456 1.18060 4.75527  0.585
H -0.69625 0.60233 3.26863  -0.264
H -0.54959 2.36877 3.70058  0.201
H 0.97696 -0.02319 4.87112  0.344
H 1.00325 1.51292 5.59260  0.365
H 2.66496 1.16764 3.94999  0.212
C 5.59083 4.39240 1.16096  -1.114
C 4.63126 4.70156 0.01736  -0.347
O 3.48820 3.90131 0.14780  -0.128
H 5.23336 4.29761 2.18630  0.276
H 6.43389 5.07721 1.06943  0.400
H 6.01128 3.39778 1.01246  0.231
H 5.02503 4.41106 -0.95663  0.325
H 4.35333 5.74793 -0.10898  0.338
H 3.22048 3.89836 1.06971  0.174
C -3.42706 1.90602 1.76730  -0.699
C -2.99698 3.22365 1.19495  0.710
O -4.10986 4.06742 1.29502  -0.602
H -3.61708 1.98909 2.83739  0.370
H -2.55189 1.25662 1.74558  -0.295
H -4.27651 1.42770 1.27971  0.446
H -2.79043 3.07792 0.13467  -0.361
H -2.11954 3.62604 1.70117  0.045
H -3.98571 4.71866 0.60070  0.365
C 1.53818 6.05922 1.61708  -1.215
C 1.16090 4.79137 2.38975  0.421
O 2.27880 3.96461 2.54296  -0.681
H 1.81646 5.82300 0.59002  0.091
H 2.34359 6.63385 2.07448  0.339
H 0.66899 6.71620 1.64855  0.411
H 0.35655 4.24849 1.89334  -0.275
H 0.61979 5.03083 3.30515  0.506
H 2.02238 3.23339 3.10967  0.317
C 0.60044 -5.34083 4.96597  -1.025
C 0.73125 -3.81553 5.05606  0.501
O 1.37216 -3.28786 5.96875  -0.595
C 0.15880 -2.92335 3.92922  0.579
H 0.48123 -5.58317 3.90996  0.222
H -0.24936 -5.71816 5.53479  0.273
H 1.51686 -5.77477 5.36594  0.367
H 0.11996 -1.86073 4.16885  -0.211
H -0.88060 -3.20073 3.75367  0.014
H 0.62798 -3.16513 2.97553  -0.330
C -2.23615 -5.43996 1.65330  -0.829
C -2.57698 -4.64902 0.38003  0.802
O -2.09171 -3.53856 0.21482  -0.431
C -3.35001 -5.33583 -0.68034  -1.245
H -2.53791 -6.48189 1.54642  0.420
H -2.69213 -5.04752 2.56225  0.235
H -1.15215 -5.33266 1.69244  0.031
H -3.37675 -6.40813 -0.48650  0.455
H -3.03227 -5.09080 -1.69380  0.124
H -4.35090 -4.92133 -0.55992  0.345
C -0.57671 0.37452 -4.74134  -0.609
C 0.29594 -0.79333 -4.38245  0.320
O 0.15281 -1.91753 -4.90055  -0.657
C 1.35400 -0.50991 -3.32379  -0.043
H -1.29415 0.06660 -5.50198  0.333
H 0.04685 1.19079 -5.10599  0.475
H -1.08224 0.69116 -3.82904  -0.187
H 0.91899 -0.06247 -2.43012  -0.425
H 2.10737 0.17206 -3.71805  0.490
H 1.87656 -1.40155 -2.97737  0.288
C 1.07207 -3.81415 -1.59574  0.270
C 0.94220 -5.26335 -1.06869  0.498
O 1.12652 -5.62846 0.08216  -0.583
C 0.42030 -6.29717 -2.06298  -1.281
H 1.30323 -3.81234 -2.66094  0.628
H 1.92452 -3.39336 -1.06248  -0.333
H 0.14913 -3.26415 -1.41199  -0.132
H -0.09436 -7.12405 -1.57360  0.322
H 1.20773 -6.67656 -2.71423  0.368
H -0.30898 -5.76969 -2.67781  0.274
C -0.10851 -0.69967 0.59432  0.942
C -0.31862 0.65840 -0.01843  0.590
O -1.32437 0.90229 -0.71632  -0.326
C 0.67889 1.70448 0.35035  1.538
H 0.22070 -0.69229 1.63339  -0.175
H 0.61440 -1.18951 -0.05803  -0.639
H -1.03108 -1.27152 0.49460  -0.205
H 1.56788 1.67111 -0.27948  -0.979
H 1.03460 1.63238 1.37814  0.027
H 0.22133 2.68118 0.19287  -0.473
C -3.23838 -1.75394 -2.47930  0.362
C -3.57881 -1.88493 -3.93965  0.525
O -4.16651 -1.00441 -4.58437  -0.584
C -3.05077 -3.16286 -4.67208  -0.934
H -4.11016 -2.18170 -1.98419  0.456
H -2.91260 -0.78458 -2.10206  -0.150
H -2.45159 -2.44765 -2.18295  -0.445
H -2.03218 -3.34863 -4.33139  0.118
H -3.01246 -3.07699 -5.75801  0.328
H -3.55641 -4.10084 -4.44267  0.350

Output
HOMO-LUMO gap, eV: 9.7
E_HOMO, Ha: -0.342